Record 1
{"formula": "C5H11NO", "method": "the ωB97M-V functional and the def2-TZVPD basis", "species": ["C", "C", "C", "C", "N", "C", "O", "H", "H", "H", "H", "H", "H", "H", "H", "H", "H", "H"], "xyz": [[-1.08, -2.33, 0.38], [-1.71, -1.00, -0.24], [-0.67, 0.06, -0.72], [0.48, 0.33, 0.32], [0.15, 0.81, 1.68], [1.49, 1.32, -0.29], [1.76, 1.27, -1.45], [-0.79, -3.05, -0.40], [-0.18, -2.19, 1.00], [-1.95, -2.69, 0.87], [-2.45, -0.75, 0.55], [-2.19, -1.18, -1.18], [-0.04, -0.33, -1.53], [-1.22, 0.91, -1.05], [1.16, -0.56, 0.59], [-0.44, 1.58, 1.60], [-0.15, 0.21, 2.35], [2.12, 1.88, 0.38]], "homo_energy_ev": -9.2, "orbital_gap_ev": 10.073, "e_above_lowest_ev": 2.144, "total_energy_ha": -327.052540, "molar_mass_g_mol": 101.15, "smiles": "CCC[C@H](N)C=O", "spin_multiplicity": 1}

---

Record 2
{"formula": "C4F12KO12S4", "method": "the ωB97M-V functional and the def2-TZVPD basis", "species": ["K", "C", "F", "F", "F", "S", "O", "O", "O", "C", "F", "F", "F", "S", "O", "O", "O", "C", "F", "F", "F", "S", "O", "O", "O", "C", "F", "F", "F", "S", "O", "O", "O"], "xyz": [[-0.37, 0.07, -0.17], [-1.74, 4.68, -1.20], [-2.92, 5.25, -1.52], [-1.16, 4.50, -2.42], [-0.99, 5.50, -0.47], [-2.11, 3.09, -0.19], [-0.93, 2.93, 0.63], [-3.30, 3.42, 0.61], [-2.27, 2.03, -1.16], [3.16, 3.39, -0.99], [4.21, 3.95, -0.38], [2.07, 4.11, -0.79], [3.40, 3.42, -2.32], [3.06, 1.58, -0.52], [2.90, 1.59, 0.93], [2.03, 1.06, -1.43], [4.35, 1.05, -0.94], [-2.98, -4.02, -0.42], [-4.08, -4.75, -0.69], [-3.20, -3.22, 0.64], [-2.03, -4.90, 0.08], [-2.44, -3.02, -1.90], [-1.65, -1.93, -1.34], [-1.81, -3.91, -2.85], [-3.75, -2.58, -2.32], [1.74, -3.70, 2.20], [0.62, -4.22, 1.69], [2.30, -4.61, 2.98], [2.55, -3.43, 1.15], [1.39, -2.06, 3.12], [0.26, -2.39, 4.00], [2.64, -1.84, 3.86], [1.06, -1.05, 2.12]], "homo_energy_ev": -1.9, "orbital_gap_ev": 8.320, "e_above_lowest_ev": 0.646, "total_energy_ha": -4446.611658, "molar_mass_g_mol": 635.37, "spin_multiplicity": 1, "total_charge": -3}

---

Record 3
{"formula": "H2N3O2S", "method": "the ωB97M-V functional and the def2-TZVPD basis", "species": ["N", "N", "N", "O", "O", "S", "H", "H"], "xyz": [[2.67, -0.46, -0.09], [-1.81, 0.57, -0.01], [-1.79, -0.63, -0.04], [-3.56, -1.49, -0.28], [1.97, 0.61, 0.54], [4.17, -0.20, -0.38], [1.06, 0.57, 0.36], [-2.70, 1.04, -0.09]], "homo_energy_ev": [-3.1, -3.1], "orbital_gap_ev": [6.100, 3.244], "e_above_lowest_ev": 4.200, "total_energy_ha": -713.850196, "s_squared": 2.010, "molar_mass_g_mol": 108.10, "spin_multiplicity": 3, "total_charge": -1}

---

Record 4
{"formula": "C40H68ClMnN4O2S", "method": "the ωB97M-V functional and the def2-TZVPD basis", "species": ["Mn", "C", "N", "C", "C", "C", "N", "C", "C", "C", "C", "C", "C", "C", "O", "C", "C", "C", "C", "C", "C", "C", "C", "C", "C", "C", "C", "C", "C", "C", "O", "C", "C", "C", "C", "C", "C", "C", "C", "H", "H", "H", "H", "H", "H", "H", "H", "H", "H", "H", "H", "H", "H", "H", "H", "H", "H", "H", "H", "H", "H", "H", "H", "H", "H", "H", "H", "H", "H", "H", "H", "H", "H", "H", "H", "H", "H", "H", "H", "H", "H", "H", "H", "H", "H", "H", "H", "H", "H", "H", "H", "H", "H", "Cl", "C", "H", "H", "C", "C", "N", "C", "S", "N", "C", "C", "H", "H", "H", "H", "H", "H", "H", "H", "H", "H", "H", "H"], "xyz": [[1.03, -1.61, -2.12], [3.61, -3.10, -2.93], [3.37, -1.69, -2.63], [3.57, -0.86, -3.81], [4.20, -1.23, -1.52], [3.57, -0.13, -0.69], [2.35, -0.56, -0.02], [1.64, 0.57, 0.58], [1.19, 1.71, -0.31], [1.09, 2.95, 0.30], [0.63, 4.08, -0.37], [0.27, 3.90, -1.71], [0.34, 2.68, -2.37], [0.80, 1.54, -1.66], [0.93, 0.39, -2.27], [-0.07, 2.54, -3.84], [-0.51, 3.87, -4.46], [-1.24, 1.56, -3.97], [1.12, 2.03, -4.66], [0.47, 5.42, 0.35], [1.71, 5.71, 1.22], [0.30, 6.58, -0.63], [-0.76, 5.37, 1.26], [2.61, -1.56, 1.02], [1.40, -2.35, 1.43], [0.91, -2.31, 2.73], [-0.16, -3.10, 3.12], [-0.70, -3.94, 2.15], [-0.25, -4.02, 0.84], [0.81, -3.17, 0.45], [1.29, -3.14, -0.78], [-0.87, -4.97, -0.18], [-1.93, -5.90, 0.44], [0.23, -5.87, -0.77], [-1.55, -4.19, -1.31], [-0.76, -3.09, 4.53], [-2.25, -2.71, 4.45], [-0.63, -4.47, 5.17], [-0.06, -2.08, 5.43], [4.67, -3.28, -3.16], [3.30, -3.70, -2.07], [3.01, -3.39, -3.79], [4.61, -0.93, -4.17], [2.89, -1.16, -4.60], [3.36, 0.19, -3.57], [4.41, -2.10, -0.89], [5.17, -0.88, -1.89], [4.32, 0.24, 0.03], [3.30, 0.71, -1.34], [0.77, 0.13, 1.08], [2.28, 1.00, 1.37], [1.39, 3.03, 1.34], [-0.09, 4.76, -2.26], [-1.36, 4.31, -3.93], [0.30, 4.61, -4.49], [-0.82, 3.69, -5.49], [-2.12, 1.95, -3.45], [-1.50, 1.43, -5.03], [-1.01, 0.58, -3.55], [1.98, 2.70, -4.56], [1.42, 1.04, -4.31], [0.85, 1.96, -5.72], [2.62, 5.69, 0.61], [1.62, 6.70, 1.67], [1.82, 4.99, 2.02], [1.13, 6.64, -1.33], [-0.63, 6.49, -1.20], [0.26, 7.52, -0.08], [-0.69, 4.54, 1.96], [-0.88, 6.30, 1.82], [-1.66, 5.21, 0.65], [3.36, -2.26, 0.66], [3.03, -1.06, 1.91], [1.40, -1.64, 3.43], [-1.53, -4.58, 2.45], [-1.51, -6.50, 1.26], [-2.79, -5.34, 0.83], [-2.30, -6.58, -0.33], [0.74, -6.42, 0.02], [-0.22, -6.59, -1.47], [0.97, -5.27, -1.31], [-2.39, -3.60, -0.92], [-0.86, -3.51, -1.80], [-1.93, -4.87, -2.07], [-2.81, -3.45, 3.87], [-2.69, -2.66, 5.45], [-2.37, -1.75, 3.96], [-1.15, -5.23, 4.59], [0.42, -4.77, 5.24], [-1.06, -4.47, 6.18], [-0.16, -1.06, 5.05], [-0.50, -2.10, 6.43], [1.01, -2.29, 5.53], [-1.38, -2.11, -4.30], [0.43, -2.48, -4.04], [0.90, -2.10, -4.95], [0.46, -3.57, -4.11], [-5.07, 3.25, 0.47], [-3.63, 2.80, 0.30], [-3.52, 1.34, 0.38], [-2.39, 0.72, 0.80], [-1.82, -0.69, 0.14], [-1.72, 1.35, 1.84], [-2.47, 1.65, 3.07], [-1.50, 2.08, 4.15], [-5.13, 4.34, 0.44], [-5.48, 2.90, 1.42], [-5.71, 2.86, -0.33], [-3.00, 3.24, 1.06], [-3.23, 3.14, -0.66], [-3.95, 0.84, -0.38], [-0.87, 0.85, 2.03], [-3.02, 0.76, 3.40], [-3.20, 2.43, 2.89], [-0.78, 1.29, 4.37], [-2.03, 2.31, 5.08], [-0.94, 2.97, 3.85]], "homo_energy_ev": [-4.0, -4.5], "orbital_gap_ev": [6.328, 6.905], "e_above_lowest_ev": 0.000, "total_energy_ha": -3944.010873, "s_squared": 8.755, "molar_mass_g_mol": 759.47, "spin_multiplicity": 6, "total_charge": -1}

---

Record 5
{"formula": "C5H5Cl2N3O2", "method": "the ωB97M-V functional and the def2-TZVPD basis", "species": ["C", "C", "C", "O", "N", "C", "N", "Cl", "C", "Cl", "N", "O", "H", "H", "H", "H", "H"], "xyz": [[1.58, 0.19, -0.14], [0.31, 0.80, 0.38], [0.48, 1.44, 1.54], [0.81, 2.07, 2.43], [-0.83, 0.83, -0.42], [-1.99, 0.43, -0.22], [-2.49, -0.31, 0.89], [-4.15, -0.81, 0.76], [-1.67, -1.29, 1.51], [-1.31, -2.64, 0.25], [-0.61, -0.58, 2.18], [0.42, -1.19, 2.52], [2.55, 0.81, 0.02], [1.55, 0.06, -1.19], [1.90, -0.54, 0.50], [-2.78, 0.69, -1.06], [-2.31, -1.77, 2.30]], "homo_energy_ev": -8.1, "orbital_gap_ev": 7.048, "e_above_lowest_ev": 6.110, "total_energy_ha": -1428.431192, "molar_mass_g_mol": 210.02, "smiles": "CC(=C=O)/N=C\\N(Cl)[C@@H](Cl)N=O", "spin_multiplicity": 1}

---

Record 6
{"formula": "C19H28NO4Re", "method": "the ωB97M-V functional and the def2-TZVPD basis", "species": ["O", "C", "C", "H", "H", "C", "H", "H", "C", "H", "H", "H", "C", "H", "H", "H", "Re", "C", "C", "C", "H", "C", "C", "H", "H", "H", "H", "C", "C", "C", "H", "C", "C", "H", "H", "H", "H", "O", "C", "C", "H", "H", "C", "H", "H", "C", "H", "H", "H", "H", "O", "N", "O"], "xyz": [[0.28, -2.48, -0.11], [0.16, -3.15, 1.18], [1.60, -3.67, 1.08], [-0.63, -3.92, 1.13], [-0.04, -2.42, 1.98], [1.67, -2.82, -0.22], [1.62, -4.76, 0.94], [2.26, -3.34, 1.88], [1.96, -3.67, -1.43], [1.29, -4.54, -1.47], [3.00, -4.02, -1.36], [1.85, -3.09, -2.36], [2.59, -1.64, -0.07], [2.19, -0.90, 0.64], [2.76, -1.13, -1.02], [3.57, -2.00, 0.30], [0.43, 2.49, 0.44], [1.74, 3.03, 2.10], [0.55, 3.43, 2.78], [-0.31, 2.32, 2.88], [0.37, 4.44, 3.18], [0.36, 1.16, 2.37], [1.66, 1.58, 1.90], [2.47, 0.92, 1.58], [2.65, 3.62, 2.02], [-1.29, 2.32, 3.35], [0.02, 0.12, 2.42], [1.54, 3.99, -0.57], [2.34, 2.79, -0.44], [1.66, 1.72, -1.12], [3.32, 2.73, 0.00], [0.46, 2.27, -1.71], [0.38, 3.66, -1.37], [-0.37, 4.37, -1.70], [1.80, 4.98, -0.22], [2.02, 0.72, -1.28], [-0.25, 1.69, -2.29], [-1.79, -0.69, -1.03], [-2.16, -1.97, -1.60], [-3.67, -2.20, -1.68], [-1.78, -2.75, -0.94], [-1.64, -2.11, -2.55], [-4.27, -0.87, -1.19], [-3.94, -3.00, -0.98], [-4.04, -2.54, -2.66], [-3.05, 0.00, -0.82], [-4.93, -1.03, -0.34], [-4.83, -0.34, -1.97], [-3.08, 0.36, 0.22], [-3.05, 0.91, -1.45], [-1.56, 4.18, 0.65], [-2.27, 3.18, 0.49], [-1.57, 2.05, 0.41]], "homo_energy_ev": [-10.2, -11.4], "orbital_gap_ev": [7.124, 5.691], "e_above_lowest_ev": 0.000, "total_energy_ha": -1174.248956, "s_squared": 3.769, "molar_mass_g_mol": 520.64, "spin_multiplicity": 4, "total_charge": 1}

---

Record 7
{"formula": "C22H55BrO18P4", "method": "the ωB97M-V functional and the def2-TZVPD basis", "species": ["C", "C", "C", "C", "C", "C", "C", "C", "C", "Br", "O", "C", "O", "H", "H", "H", "H", "H", "H", "H", "H", "H", "H", "H", "H", "H", "H", "H", "H", "H", "H", "H", "C", "O", "P", "O", "O", "C", "O", "C", "H", "H", "H", "H", "H", "H", "H", "H", "H", "C", "O", "P", "O", "O", "C", "O", "C", "H", "H", "H", "H", "H", "H", "H", "H", "H", "C", "O", "P", "O", "O", "C", "O", "C", "H", "H", "H", "H", "H", "H", "H", "H", "H", "C", "O", "P", "O", "O", "C", "O", "C", "H", "H", "H", "H", "H", "H", "H", "H", "H"], "xyz": [[0.49, 4.78, -6.02], [-0.08, 4.00, -7.22], [-0.44, 2.55, -6.88], [-1.80, 2.40, -6.18], [-2.95, 2.17, -7.16], [-4.25, 1.71, -6.50], [-4.86, 2.65, -5.45], [-4.68, 4.16, -5.64], [-5.65, 4.92, -6.55], [-6.48, 3.84, -7.98], [-5.06, 6.09, -7.07], [-3.96, 5.94, -7.86], [-3.09, 6.75, -7.87], [0.82, 4.11, -5.22], [-0.25, 5.46, -5.59], [1.35, 5.39, -6.32], [-0.97, 4.51, -7.58], [0.65, 4.00, -8.03], [-0.45, 1.96, -7.81], [0.33, 2.11, -6.25], [-1.77, 1.55, -5.50], [-1.98, 3.30, -5.59], [-3.13, 3.06, -7.78], [-2.64, 1.39, -7.87], [-4.04, 0.75, -6.00], [-4.99, 1.49, -7.28], [-5.93, 2.43, -5.35], [-4.42, 2.41, -4.48], [-3.66, 4.40, -5.95], [-4.81, 4.62, -4.66], [-6.51, 5.29, -5.99], [-4.02, 5.10, -8.56], [-3.32, 3.24, 0.38], [-2.59, 2.54, -0.65], [-1.72, 3.35, -1.69], [-1.07, 2.49, -2.68], [-0.74, 4.26, -0.82], [0.23, 3.58, 0.00], [-2.73, 4.43, -2.24], [-2.21, 5.44, -3.13], [-3.19, 2.69, 1.30], [-2.94, 4.25, 0.51], [-4.37, 3.27, 0.10], [0.41, 2.57, -0.37], [-0.14, 3.53, 1.02], [1.15, 4.15, -0.04], [-1.53, 4.99, -3.85], [-1.70, 6.21, -2.56], [-3.06, 5.87, -3.66], [-0.58, -0.21, 5.75], [-0.87, 0.95, 4.97], [0.04, 1.32, 3.73], [-0.37, 2.57, 3.09], [0.01, 0.06, 2.76], [-1.23, -0.26, 2.10], [1.49, 1.23, 4.32], [2.62, 1.40, 3.43], [-1.53, -0.70, 5.97], [0.07, -0.90, 5.22], [-0.10, 0.09, 6.68], [-1.90, 0.59, 2.09], [-1.70, -1.10, 2.62], [-0.99, -0.55, 1.08], [2.44, 2.23, 2.75], [2.80, 0.48, 2.88], [3.48, 1.61, 4.06], [4.28, -3.79, 5.37], [4.16, -2.53, 4.69], [5.18, -2.12, 3.56], [4.92, -0.80, 3.01], [5.18, -3.30, 2.49], [3.98, -3.52, 1.75], [6.59, -2.34, 4.25], [7.77, -2.16, 3.45], [3.29, -4.22, 5.47], [4.91, -4.48, 4.82], [4.71, -3.62, 6.36], [3.33, -2.64, 1.76], [3.44, -4.38, 2.17], [4.26, -3.74, 0.72], [7.68, -1.28, 2.82], [7.94, -3.05, 2.84], [8.60, -2.03, 4.14], [2.74, -10.13, 5.71], [3.07, -8.75, 5.93], [1.94, -7.65, 6.00], [2.48, -6.30, 6.17], [0.93, -8.12, 7.14], [1.40, -8.12, 8.50], [1.09, -7.93, 4.71], [-0.11, -7.17, 4.50], [3.37, -10.72, 6.37], [1.69, -10.33, 5.92], [2.95, -10.38, 4.67], [2.28, -7.49, 8.62], [1.64, -9.15, 8.79], [0.60, -7.74, 9.13], [0.05, -6.12, 4.75], [-0.92, -7.58, 5.10], [-0.36, -7.26, 3.44]], "homo_energy_ev": -10.1, "orbital_gap_ev": 10.421, "total_energy_ha": -6165.386072, "molar_mass_g_mol": 811.46, "smiles": "CCCCCCCC[C@H](Br)OC=O.COP(=O)(OC)OC.COP(=O)(OC)OC.COP(=O)(OC)OC.COP(=O)(OC)OC", "spin_multiplicity": 1}

---

Record 8
{"formula": "C3H9NOS", "method": "the ωB97M-V functional and the def2-TZVPD basis", "species": ["C", "C", "C", "N", "O", "S", "H", "H", "H", "H", "H", "H", "H", "H", "H"], "xyz": [[1.67, 1.40, 0.40], [0.75, 0.76, -0.68], [-2.10, -2.11, -0.20], [-0.45, 0.08, -0.26], [-2.42, -0.17, -1.91], [-1.26, -0.96, -1.39], [2.63, 1.74, 0.07], [1.99, 0.65, 1.24], [0.62, 1.66, -1.43], [1.12, 2.33, 0.72], [1.37, 0.00, -1.03], [-2.17, -1.72, 0.77], [-3.10, -2.32, -0.55], [-1.55, -3.03, -0.05], [-0.99, 0.43, 0.52]], "homo_energy_ev": -9.2, "orbital_gap_ev": 10.107, "e_above_lowest_ev": 2.311, "total_energy_ha": -647.813152, "molar_mass_g_mol": 107.18, "spin_multiplicity": 1}